Here is a molecular structure, C22H44EuN3O2P3 at a distorted geometry from OMol25. Energies are from the ωB97M-V functional and the def2-TZVPD basis.

Last column: Löwdin charge in e.
Positions of all 75 atoms, in Å:
Eu: -0.4067 -0.1287 0.6818  1.5355
P: -1.8586 -2.7985 0.9838  0.7038
P: 1.5311 -1.6097 2.6173  0.7034
P: 1.5728 -2.0047 -0.9032  0.7423
H: -0.5601 5.5623 -6.3075  0.0643
C: -0.6375 4.6719 -6.9396  -0.0867
C: -1.8106 4.0662 -7.1646  -0.0700
H: -2.7434 4.4518 -6.7426  0.0647
C: -3.4703 -2.1827 1.6280  -0.2866
C: -1.7432 -4.3626 1.9557  -0.2614
C: -2.3569 -3.4888 -0.6472  -0.2851
C: 3.1172 -0.6825 2.6124  -0.2788
C: 0.8899 -1.1993 4.2789  -0.2803
C: 2.1575 -3.3210 2.9015  -0.2390
C: 0.9256 -1.8963 -2.6001  -0.2160
C: 1.7001 -3.8292 -0.7248  -0.2060
C: 3.3506 -1.6337 -1.1218  -0.2232
H: 0.2878 4.3076 -7.3993  0.0602
H: -1.8812 3.1866 -7.8128  0.0632
H: -3.7818 -1.2927 1.0651  0.0404
H: -3.3408 -1.8687 2.6728  0.0454
H: -4.2505 -2.9590 1.5614  0.0678
H: -1.4822 -4.1160 2.9903  0.0411
H: -0.9345 -4.9923 1.5686  0.0394
H: -2.6811 -4.9390 1.9535  0.0717
H: -2.5295 -2.6640 -1.3557  0.0353
H: -3.2608 -4.1137 -0.5840  0.0686
H: -1.5360 -4.0967 -1.0638  0.0347
H: 3.7470 -1.0275 3.4371  0.0636
H: 2.9155 0.3872 2.7355  0.0354
H: 3.6441 -0.8323 1.6631  0.0199
H: 1.5128 -1.6958 5.0357  0.0660
H: -0.1480 -1.5525 4.3561  0.0411
H: 0.9073 -0.1108 4.4264  0.0425
H: 3.2348 -3.2954 3.0936  0.0624
H: 1.9599 -3.9395 2.0251  0.0038
H: 1.6344 -3.7537 3.7567  0.0566
H: 1.4358 -2.6630 -3.1947  0.0743
H: 1.1458 -0.9071 -3.0118  0.0549
H: -0.1552 -2.0773 -2.6308  0.0509
H: 1.9427 -4.2541 -1.7133  0.0809
H: 0.7802 -4.3199 -0.3830  0.0363
H: 2.5270 -4.0996 -0.0571  0.0523
H: 3.6627 -2.1008 -2.0623  0.0758
H: 3.8861 -2.0541 -0.2597  0.0548
H: 3.4661 -0.5440 -1.1643  0.0572
C: -0.6960 1.2266 -2.4124  -0.3705
C: 0.3638 2.1760 -2.3497  0.0182
C: 0.8474 2.7376 -3.5117  -0.0114
C: 0.2276 2.4687 -4.7220  0.0049
C: -0.9613 1.7446 -4.7715  -0.0070
C: -1.4347 1.1416 -3.6229  0.0480
O: -0.9636 0.4221 -1.4239  -0.2480
H: 1.4717 -0.6404 -0.2647  -0.1008
H: 0.8001 2.3934 -1.3811  0.0958
H: 1.7195 3.3781 -3.5099  0.1324
H: 0.6118 2.8879 -5.6449  0.1067
H: -1.5327 1.6599 -5.6963  0.1244
H: -2.3322 0.5309 -3.6303  0.1379
C: -2.5516 2.3283 4.4728  0.0322
N: -1.5076 2.8325 3.5632  -0.0267
C: -0.9853 4.0801 3.7331  0.0418
C: 0.0431 4.4720 2.9323  0.0386
C: 0.5289 3.5669 1.9802  -0.3498
N: -0.0754 2.3971 1.7350  0.1065
C: -1.0570 2.0180 2.5747  -0.5129
O: -1.5764 0.8526 2.4709  -0.2031
N: 1.6522 3.8240 1.2654  0.1827
H: -2.2043 2.4486 5.5185  0.1208
H: -2.7367 1.2615 4.2536  0.0966
H: -3.4889 2.8943 4.3100  0.1228
H: -1.4422 4.6468 4.5301  0.1602
H: 0.5448 5.4161 3.0559  0.1346
H: 2.2515 4.5812 1.5698  0.1319
H: 2.1177 3.0262 0.8191  0.1163

Its charge is +3. As for the spin multiplicity: 7. The LUMO energy (alpha / beta) is -9.24 / -10.78 eV. Its HOMO-LUMO gap (alpha / beta) is 6.37 / 5.04 eV. As for the total energy: -2912.82441 hartree.



Here is 4 unconnected molecules or ions with the total composition C22H44F5INO9P at a distorted geometry from OMol25. Energies are from the ωB97M-V functional and the def2-TZVPD basis.

Last column: Löwdin charge in e.
Positions of all 83 atoms, in Å:
C: 0.5934 -2.7853 3.1169  -0.0819
C: 0.3374 -2.5173 1.5491  -0.1748
C: 1.5730 -2.8788 0.5939  -0.3507
C: 1.2829 -1.9118 -0.6990  -0.2295
C: -0.0961 -2.2167 -1.4484  -0.1215
C: 3.0400 -2.3648 1.0219  -0.3970
P: 3.3389 -0.5938 1.6020  0.9529
N: 3.4027 0.4977 0.1771  -0.1782
O: 2.0091 0.0144 2.5427  -0.3448
O: 3.5947 -3.4798 1.7989  -0.0660
C: 3.4880 -4.5959 0.8739  -0.4037
O: 4.3258 -5.4658 0.6218  0.0986
C: 1.9606 -4.4001 0.2989  -0.4598
I: 2.2412 -5.0395 -1.7979  1.0803
C: 1.2031 -5.6149 1.0206  -0.2928
F: 1.7419 -6.8236 0.4460  -0.0331
F: 1.5773 -5.6901 2.4077  0.0711
C: -0.3809 -5.7049 0.7865  -0.3086
F: -0.8510 -5.0753 -0.3748  0.0834
F: -0.6874 -7.0963 0.6207  0.0715
F: -1.1037 -5.3274 1.9618  0.0793
H: 0.2989 -3.8298 3.4598  0.0655
H: -0.0347 -2.0294 3.7263  0.0774
H: 1.6905 -2.5670 3.4011  0.0809
H: 0.1171 -1.3867 1.4623  0.1063
H: -0.6260 -3.0177 1.1537  0.1056
H: 1.2038 -0.8322 -0.2998  0.0942
H: 2.1815 -1.8904 -1.4251  0.1022
H: -0.2217 -1.3953 -2.2557  0.0791
H: -1.0298 -2.1509 -0.7983  0.0687
H: -0.1375 -3.2100 -2.0058  0.0281
H: 3.6406 -2.4618 0.0332  0.1359
H: 2.5836 1.1210 0.2602  0.0001
H: 4.2229 1.1158 0.2289  0.0293
H: 1.9466 0.9860 2.3871  0.0293
C: 0.7090 1.9205 -7.0016  -0.1104
O: -0.2852 2.7368 -6.3976  -0.1939
C: -1.4067 1.9821 -5.9443  -0.1976
C: -1.3447 1.7428 -4.4391  -0.1960
O: -0.2468 0.9014 -4.0904  -0.2031
C: 0.8601 1.6369 -3.5881  -0.1003
H: 1.6266 2.5061 -7.0832  0.0896
H: 0.9202 1.0262 -6.4101  0.0834
H: 0.3879 1.6299 -8.0068  0.0881
H: -1.4861 1.0359 -6.4900  0.1260
H: -2.3003 2.5736 -6.1678  0.1237
H: -2.2563 1.2216 -4.1291  0.1239
H: -1.2971 2.6904 -3.8922  0.1209
H: 0.6569 1.9546 -2.5590  0.0725
H: 1.0862 2.5103 -4.2039  0.0865
H: 1.7333 0.9808 -3.5857  0.0925
C: 2.4606 4.1078 1.1076  -0.1041
O: 1.7017 3.6289 0.0043  -0.2135
C: 0.3298 3.4208 0.3404  -0.2040
C: -0.5435 4.5716 -0.1490  -0.1935
O: -0.2391 5.7833 0.5375  -0.1897
C: 0.5869 6.6477 -0.2309  -0.1067
H: 3.4115 4.4879 0.7297  0.0953
H: 1.9512 4.9162 1.6372  0.0896
H: 2.6629 3.2831 1.8001  0.0724
H: 0.2115 3.2677 1.4190  0.1245
H: 0.0137 2.5019 -0.1649  0.1113
H: -1.5897 4.3354 0.0704  0.1261
H: -0.4491 4.7037 -1.2318  0.1243
H: -0.0097 7.1315 -1.0118  0.0903
H: 1.4257 6.1160 -0.6859  0.0828
H: 0.9849 7.4177 0.4334  0.0911
C: -3.2247 -0.3056 1.3985  -0.1050
O: -2.4772 -0.7079 2.5378  -0.2112
C: -2.3940 0.3197 3.5233  -0.1971
C: -3.3824 0.0819 4.6603  -0.1946
O: -4.7307 0.1964 4.2100  -0.1930
C: -5.3364 -1.0697 3.9891  -0.1098
H: -3.4681 -1.1980 0.8185  0.0897
H: -4.1571 0.1928 1.6751  0.0854
H: -2.6199 0.3629 0.7766  0.0816
H: -2.5440 1.3063 3.0712  0.1238
H: -1.3780 0.2890 3.9307  0.1178
H: -3.2340 0.8548 5.4212  0.1248
H: -3.2115 -0.8911 5.1324  0.1266
H: -5.5984 -1.5268 4.9496  0.0890
H: -4.6854 -1.7434 3.4273  0.0825
H: -6.2517 -0.9138 3.4141  0.0898

The LUMO energy is -0.34 eV. Its HOMO-LUMO gap is 8.22 eV. Its SMILES is CCC1(CC)[C@@H](P(N)O)OC(=O)[C@@]1(I)C(F)(F)C(F)(F)F.COCCOC.COCCOC.COCCOC. As for the total energy: -2734.70509 hartree.



Here is 3 unconnected molecules or ions with the total composition C22H44FNO6P3S at a distorted geometry from OMol25. Energies are from the ωB97M-V functional and the def2-TZVPD basis.

Last column: Löwdin charge in e.
Positions of all 78 atoms, in Å:
C: 2.4711 1.7178 4.1280  0.0194
C: 2.1012 1.8319 2.9755  -0.2457
P: 1.3792 1.9644 1.1821  0.3190
C: 2.9726 1.1976 0.3989  -0.4264
C: 3.8974 0.3080 1.2869  -0.4273
C: 4.5898 -0.7268 0.2520  -0.1242
C: 5.1651 1.0532 1.9208  -0.1019
N: -0.1593 2.6536 1.7689  -0.2650
C: -0.6182 2.3169 3.1050  -0.3072
C: -2.2010 2.6758 3.1499  -0.2267
C: -3.1388 1.4008 3.1520  -0.1385
P: 0.7300 2.2022 -0.9886  0.2301
S: -0.3383 3.7896 -1.3924  0.0079
C: 2.1743 3.7274 1.1537  -0.3876
F: 3.5742 3.6916 1.5721  -0.1396
C: 1.5362 4.8092 2.0992  -0.2379
C: 0.4459 5.7538 1.3982  -0.1480
P: 0.5731 -0.1040 1.1669  0.8568
C: -1.2116 -0.2599 0.6131  -0.4520
C: -1.4084 -1.5024 -0.3890  -0.1765
C: 0.7735 -1.1555 2.6695  -0.4487
C: 1.4922 -2.5474 2.2480  -0.1946
H: 2.9639 1.5232 5.0943  0.0326
H: 2.5694 0.4994 -0.4042  0.0120
H: 3.5765 1.9433 -0.2104  0.0846
H: 3.4256 -0.3673 2.0414  0.0994
H: 3.7872 -1.2349 -0.3600  0.0620
H: 5.1892 -1.4983 0.8054  0.0634
H: 5.2590 -0.1451 -0.4542  0.0778
H: 5.6109 1.7805 1.1815  0.0797
H: 5.8855 0.2230 2.1900  0.0656
H: 4.9166 1.5835 2.8766  0.0511
H: -0.9494 2.5077 1.1391  0.0144
H: -0.5711 1.2497 3.4529  0.0834
H: -0.2155 2.9507 3.9522  0.0964
H: -2.4324 3.2307 4.1141  0.0912
H: -2.4736 3.4135 2.3346  0.1049
H: -4.1372 1.7200 3.5732  0.0625
H: -2.7166 0.5208 3.7034  0.0660
H: -3.3526 1.1207 2.0755  0.0608
H: 0.1420 1.0130 -1.5144  -0.0687
H: 1.9568 2.3614 -1.7312  -0.0414
H: 2.2185 4.1439 0.0978  0.0861
H: 2.3764 5.5448 2.3281  0.1038
H: 1.2126 4.4418 3.1046  0.0835
H: 0.8312 6.0473 0.3892  0.0473
H: -0.5349 5.2166 1.3819  0.0354
H: 0.4024 6.6817 2.0502  0.0611
H: -1.6192 0.6388 0.0798  0.0552
H: -1.8189 -0.5462 1.5262  0.0529
H: -1.4793 -2.4080 0.2912  0.0719
H: -2.3979 -1.4383 -0.9066  0.0335
H: -0.5307 -1.6545 -1.0695  0.0487
H: -0.2520 -1.4785 3.0445  0.0629
H: 1.3334 -0.7875 3.5597  0.0481
H: 0.8305 -3.4262 2.4653  0.0515
H: 1.8651 -2.4943 1.1919  0.0352
H: 2.4073 -2.6722 2.9062  0.0545
C: -4.2205 -4.3743 -2.7729  -0.1237
C: -5.2013 -3.4873 -3.4856  -0.1300
O: -5.6631 -2.6274 -2.4485  0.0609
C: -4.6981 -2.6021 -1.4851  -0.5577
O: -4.6884 -1.8532 -0.5610  0.1603
O: -3.7450 -3.5441 -1.7202  0.0532
H: -3.4003 -4.6924 -3.4162  0.1209
H: -4.6951 -5.2586 -2.3390  0.1351
H: -4.7294 -2.8811 -4.2637  0.1323
H: -6.0271 -4.0458 -3.9252  0.1336
C: -0.4009 -3.9965 -5.6234  -0.1213
C: -0.8115 -3.1558 -6.7986  -0.1260
O: -1.7445 -3.9928 -7.4770  0.0618
C: -2.2437 -4.8665 -6.5629  -0.5614
O: -3.1674 -5.5932 -6.7606  0.1551
O: -1.5539 -4.8033 -5.3915  0.0464
H: -0.1621 -3.3984 -4.7446  0.1391
H: 0.4464 -4.6487 -5.8495  0.1348
H: -1.3166 -2.2342 -6.4985  0.1368
H: 0.0277 -2.9043 -7.4460  0.1347

Its charge is -1. The LUMO energy is 1.81 eV. Its HOMO-LUMO gap is 5.49 eV. As for the total energy: -2892.81301 hartree.